The following is a quantum chemistry calculation of 5 unconnected molecules or ions with the total composition C14H23O13P at a distorted geometry, from the OMol25 dataset.

2S+1: 1
HOMO level in eV: -8.415
Total charge: 0
Structure (SMILES): O=C1OCCO1.O=C1OCCO1.O=C1OCCO1.O=C1OCCO1.O=CC[PH4]

The geometry in XYZ format:
```
51
C14H23O13P | the OMol25 dataset | ωB97M-V with the def2-TZVPD basis set
O 0.78416 -2.06553 -3.58307
C -0.11818 -1.69303 -4.27699
O -0.33961 -2.12563 -5.54390
C -1.61632 -1.63076 -5.93883
C -1.80446 -0.43706 -5.05348
O -1.05229 -0.78117 -3.89439
H -1.62095 -1.36923 -6.99733
H -2.36462 -2.40467 -5.76162
H -1.38869 0.47696 -5.48703
H -2.85138 -0.26477 -4.80218
O -0.16053 2.89199 4.52476
C 0.79508 2.21961 4.26904
O 1.02353 0.98270 4.78346
C 2.12417 0.42738 4.07412
C 2.84240 1.63806 3.56391
O 1.79647 2.59580 3.42424
H 2.74496 -0.17879 4.73413
H 1.74208 -0.20390 3.26701
H 3.57900 2.02057 4.27648
H 3.33519 1.45767 2.60800
O 4.91718 4.85218 7.87146
C 4.00708 5.21463 7.18897
O 3.78106 4.78488 5.91769
C 2.49630 5.26333 5.53619
C 2.29761 6.44979 6.43044
O 3.06170 6.11148 7.58194
H 2.48001 5.53069 4.47931
H 1.75850 4.47651 5.71468
H 2.69714 7.37190 5.99845
H 1.25017 6.60585 6.69006
O -4.89714 -2.64521 -6.36088
C -4.76302 -3.60766 -5.66578
O -5.71597 -4.55605 -5.47388
C -5.10223 -5.63519 -4.77835
C -3.94106 -4.97704 -4.09420
O -3.63241 -3.89242 -4.96308
H -5.79912 -6.08969 -4.07377
H -4.78805 -6.39029 -5.50423
H -4.20467 -4.57822 -3.11075
H -3.08599 -5.64506 -3.98734
O 3.09628 -1.55401 0.80916
C 2.44883 -1.41674 -0.24725
C 1.42977 -0.20314 -0.48490
P -0.34019 -0.99638 -0.26347
H 2.49089 -2.17487 -1.11135
H 1.55483 0.15475 -1.56186
H 1.57378 0.63931 0.26201
H -0.17159 -1.61310 -1.55645
H -0.92462 0.31361 -0.20258
H 0.21201 -1.72015 0.85431
H -1.63711 -1.62989 -0.08084
```

Löwdin atomic charge list, values in e, 4 entries: 0.119 -0.555 0.076 -0.120

=====

The following is a quantum chemistry calculation of a molecular structure, C15H35CrN4O9P at a distorted geometry, from the OMol25 dataset.

ΔE to the lowest compared entry with this formula, charge and spin in eV: 1.7104
2S+1: 4
HOMO level (alpha / beta) in eV: -10.967 / -10.592
Total charge: +1

The geometry in XYZ format:
```
65
C15H35CrN4O9P | the OMol25 dataset | ωB97M-V with the def2-TZVPD basis set
O -0.34625 -1.09881 -3.69845
H -0.45812 -1.24130 -4.67650
Cr -0.09628 0.21481 -0.73194
N 1.52458 -0.82329 -0.97792
N -0.67363 -1.54639 0.05076
N 0.88567 1.82679 -0.24608
N -1.28130 1.03907 0.67501
O 2.67071 -0.31594 -1.30511
O 2.12150 2.08618 -0.72095
O -2.20218 0.44793 1.44580
O -1.66542 -1.86536 0.83492
C 0.09279 -2.57311 -0.40320
C 1.29582 -2.15827 -1.01966
C 0.21930 2.78212 0.41070
C -0.98920 2.31996 0.98250
C 2.26386 -3.05531 -1.68978
H 2.08599 -3.04602 -2.77722
H 2.14771 -4.08044 -1.34375
H 3.29386 -2.73491 -1.51213
C -0.37076 -3.97469 -0.22263
H -1.32216 -4.14595 -0.73316
H -0.50699 -4.24793 0.83172
H 0.35348 -4.67780 -0.65143
C 0.79478 4.13654 0.56369
C -1.78326 3.12566 1.95535
H 1.25693 4.46353 -0.38102
H 1.56725 4.16831 1.34217
H 0.00852 4.84500 0.83139
H -2.55985 2.53792 2.44596
H -2.26416 3.97587 1.44835
H -1.13297 3.56193 2.72483
H 2.45088 1.09964 -0.95818
H -2.05837 -0.61131 1.24169
C -1.90105 -0.50665 -2.52154
H -1.62894 -1.36614 -3.17863
H -1.91075 0.49300 -3.02669
H -2.79053 -0.71842 -1.88507
O 0.30132 0.81629 -2.50150
H -0.00981 -0.00708 -3.18264
H 1.23167 1.11940 -2.60172
C 2.83385 -3.14307 4.51657
C 1.99650 -2.53245 3.42625
O 2.32604 -1.12051 3.31035
P 1.43103 -0.18416 2.28233
O 0.24084 0.35960 3.22614
C 0.32105 1.20224 4.40484
C -0.91244 0.92773 5.20866
O 2.38641 1.07123 1.99731
C 3.23533 1.87088 2.86035
C 4.32664 2.43114 1.99544
H 3.90203 -3.05233 4.30145
H 2.59223 -4.20634 4.59407
H 2.62629 -2.67837 5.48521
H 2.19341 -3.02732 2.46087
H 0.92679 -2.63889 3.65488
H 1.24060 0.97505 4.96399
H 0.35261 2.25650 4.07689
H -0.86635 -0.08238 5.63950
H -0.99770 1.63905 6.03303
H -1.80610 0.99543 4.58011
H 2.62167 2.67704 3.29226
H 3.62626 1.24348 3.67030
H 4.91001 3.16870 2.55114
H 3.90887 2.90521 1.10173
H 5.00468 1.63267 1.67888
```

Löwdin atomic charge list, values in e, 4 entries: -0.310 0.078 0.836 -0.144

=====

The following is a quantum chemistry calculation of a molecular structure, C34H43BClN6O2RuS3 at a distorted geometry, from the OMol25 dataset.

2S+1: 5
HOMO level (alpha / beta) in eV: -16.394 / -16.280
Total charge: +3

The geometry in XYZ format:
```
91
C34H43BClN6O2RuS3 | the OMol25 dataset | ωB97M-V with the def2-TZVPD basis set
Ru -0.45224 0.24383 -2.83645
C 4.54094 0.62194 -1.74454
C 3.46859 0.04269 -0.88372
C 3.73068 -0.77488 0.18996
C 2.67492 -1.32392 0.94702
N 1.42157 -1.02291 0.65814
N 1.15487 -0.24175 -0.35941
B -0.32101 0.19623 -0.62902
N -0.50002 1.64782 -0.06016
N 0.08263 1.95033 1.08637
C -0.03286 3.17050 1.56558
C -0.78487 4.14712 0.87037
C -1.37879 3.84645 -0.33079
C -2.12338 4.83768 -1.15938
C -1.19519 2.52481 -0.78778
S -1.81208 2.02240 -2.31960
C 0.72054 3.47893 2.84841
C 2.21909 3.25915 2.58529
C 0.48917 4.91624 3.31958
C 0.24323 2.50733 3.93631
N -1.38670 -0.77386 -0.02615
N -1.51686 -0.78205 1.30374
C -2.42131 -1.55515 1.85755
C -3.27400 -2.35697 1.05932
C -3.16876 -2.34480 -0.30033
C -4.07460 -3.12522 -1.19366
C -2.16157 -1.50823 -0.83722
S -1.94569 -1.48271 -2.54654
C -2.59832 -1.59992 3.35952
C -4.04354 -1.19037 3.69607
C -2.33902 -3.03791 3.83972
C -1.64314 -0.64667 4.06615
C 2.10838 0.28258 -1.15703
S 1.62860 1.26934 -2.49848
C 2.90621 -2.24607 2.12362
C 2.04040 -3.50215 1.93634
C 2.46961 -1.48908 3.39156
C 4.37456 -2.64770 2.26513
H 5.52296 0.28848 -1.41920
H 4.51908 1.71407 -1.71320
H 4.40462 0.32648 -2.78655
H 4.75644 -0.99471 0.44927
H -0.85974 5.15069 1.26200
H -2.19048 5.80062 -0.66027
H -3.13357 4.48702 -1.38270
H -1.62269 4.97971 -2.12042
H 2.58437 3.94860 1.82076
H 2.40727 2.23549 2.25776
H 2.77979 3.44442 3.50090
H 0.86481 5.64284 2.59592
H 1.03092 5.08176 4.24913
H -0.56643 5.10761 3.52201
H 0.45689 1.48230 3.63973
H -0.82859 2.61811 4.11520
H 0.76288 2.71709 4.87082
H -4.03617 -2.96346 1.52817
H -4.76431 -3.72819 -0.60857
H -3.51311 -3.78476 -1.85792
H -4.65643 -2.44861 -1.82401
H -4.77998 -1.88540 3.29048
H -4.26836 -0.19017 3.32110
H -4.16866 -1.18286 4.77831
H -3.04044 -3.75320 3.40767
H -2.45817 -3.07882 4.92182
H -1.32400 -3.35896 3.59655
H -1.84896 0.37847 3.76780
H -0.61077 -0.89090 3.82628
H -1.77592 -0.72798 5.14410
H 0.98722 -3.23341 1.84407
H 2.16372 -4.15509 2.79933
H 2.34239 -4.05574 1.04518
H 1.43481 -1.16639 3.29905
H 3.09751 -0.61279 3.56314
H 2.56220 -2.14880 4.25381
H 4.74497 -3.16804 1.37877
H 4.47268 -3.33512 3.10385
H 5.01662 -1.79108 2.47890
Cl -0.40483 -1.33911 -11.08697
C -0.29622 -1.05108 -9.44404
C -0.11669 0.27964 -8.97855
C -0.07673 0.51077 -7.63397
C -0.18323 -0.57284 -6.73184
C -0.31604 -1.89797 -7.19310
C -0.38729 -2.14217 -8.53597
C -0.25953 -0.28695 -5.26789
O 0.33653 -0.99105 -4.40229
O -0.98159 0.67542 -4.89071
H -0.03428 1.09587 -9.68391
H 0.04227 1.51543 -7.25227
H -0.36515 -2.71069 -6.48055
H -0.52261 -3.14763 -8.91245
```

Löwdin atomic charge list, values in e, 4 entries: 0.870 -0.031 -0.216 0.122

=====

The following is a quantum chemistry calculation of 2 unconnected molecules or ions with the total composition C3H11N3 at a distorted geometry, from the OMol25 dataset.

ΔE to the lowest compared entry with this formula, charge and spin in eV: 1.4543
2S+1: 1
HOMO level in eV: -8.590
Total charge: 0
Structure (SMILES): C=CN.NCN

The geometry in XYZ format:
```
17
C3H11N3 | the OMol25 dataset | ωB97M-V with the def2-TZVPD basis set
C -4.36264 0.99578 -0.99621
C -3.31139 0.45148 -1.60126
N -2.01262 0.98244 -1.73435
H -4.24990 1.86705 -0.36025
H -5.36917 0.64786 -1.13289
H -3.40211 -0.45655 -2.18449
H -1.87430 1.84323 -1.21017
H -1.33003 0.29297 -1.48984
N 2.79617 -1.61446 2.00315
C 2.99440 -0.28242 1.37615
N 2.41809 -0.21618 0.06781
H 3.41092 -2.26611 1.55367
H 3.13741 -1.57834 2.96158
H 2.67934 0.52710 2.03108
H 4.07217 -0.10206 1.28879
H 2.98163 -0.74220 -0.58329
H 1.42203 -0.34959 0.01054
```

Löwdin atomic charge list, values in e, 4 entries: -0.029 -0.310 0.024 0.044

=====

The following is a quantum chemistry calculation of 14 unconnected molecules or ions with the total composition H27O13S at a distorted geometry, from the OMol25 dataset.

ΔE to the lowest compared entry with this formula, charge and spin in eV: 2.6778
2S+1: 1
HOMO level in eV: -4.832
Total charge: -1

The geometry in XYZ format:
```
41
H27O13S | the OMol25 dataset | ωB97M-V with the def2-TZVPD basis set
S -0.43284 0.87772 -0.62821
H -0.35234 2.00580 0.15017
H 3.80193 2.03041 1.59432
H 3.25655 0.55605 1.98986
O 3.85329 1.05334 1.38111
H 2.88332 -1.74423 -0.25905
H 1.84584 -2.82396 0.35394
O 2.62241 -2.66841 -0.23273
H 0.66744 3.46255 2.17518
H 1.42108 3.34187 0.81644
O 1.51260 3.23097 1.94619
H 1.84265 -0.04829 0.98160
H 1.00693 0.66966 2.24469
O 1.49552 -0.13520 1.88688
H -2.52080 2.12783 -0.80849
H -3.02789 1.11450 -2.23139
O -2.97197 2.08289 -1.80638
H -3.08277 -1.61300 -1.23900
H -1.70710 -1.95950 -1.94520
O -2.78364 -2.07159 -2.01471
H -1.03685 -2.64809 1.36132
H 0.05532 -2.16171 0.69319
O -0.21879 -2.98947 0.97484
H -3.49698 0.77993 -0.74812
H -3.12577 -0.39901 0.15795
O -3.88289 -0.05592 -0.34884
H 0.71334 -1.76112 3.02201
H -0.61011 -2.67171 3.03906
O 0.01774 -2.10559 3.58871
H 2.11706 2.13517 -0.59440
H 1.59928 2.46438 -1.87873
O 1.76967 2.89521 -1.05102
H 2.52971 -2.24423 -1.99297
H 1.21574 -1.95612 -2.44108
O 2.11492 -1.90026 -2.81257
H -1.61457 -0.65906 1.86948
H -2.86963 -1.71110 1.86504
O -2.19429 -1.20284 1.35165
H -1.29186 2.40850 -2.91990
H -0.51636 1.68746 -3.86755
O -0.60488 2.60617 -3.62332
```

Löwdin atomic charge list, values in e, 4 entries: 0.204 -0.302 0.058 0.011

=====

The following is a quantum chemistry calculation of 2 unconnected molecules or ions with the total composition C18H27N3O3 at a distorted geometry, from the OMol25 dataset.

ΔE to the lowest compared entry with this formula, charge and spin in eV: 1.1595
2S+1: 1
HOMO level in eV: -8.826
Total charge: 0
Structure (SMILES): CNC(=O)[C@H](C)NC(C)=O.O=C(c1ccccc1)C1CCNCC1

The geometry in XYZ format:
```
51
C18H27N3O3 | the OMol25 dataset | ωB97M-V with the def2-TZVPD basis set
C -4.57136 3.10024 2.77974
N -3.46472 2.18660 2.50942
C -2.50169 2.39926 1.60656
O -2.47416 3.42130 0.92420
C -1.37481 1.35325 1.42497
C -1.68812 0.36000 0.29944
N -0.92544 0.60360 2.61285
C -1.63354 -0.19953 3.40823
C -0.86774 -0.87771 4.51989
O -2.83234 -0.40690 3.28506
H -5.23928 2.66770 3.52566
H -5.13035 3.28226 1.86022
H -4.18282 4.05095 3.14794
H -3.45717 1.28937 2.98356
H -0.51454 1.92965 1.08554
H -2.57252 -0.22554 0.55366
H -1.87890 0.90643 -0.62491
H -0.84246 -0.31106 0.14924
H 0.05694 0.67243 2.81906
H -0.36997 -0.12804 5.13167
H -1.56570 -1.44571 5.13477
H -0.13366 -1.55496 4.08668
O 2.67359 -2.38112 -0.30361
C 2.31353 -1.39168 -0.93691
C 2.28888 -0.07268 -0.25419
C 2.49926 0.00999 1.13793
C 2.48254 1.24196 1.79980
C 2.26038 2.41828 1.08159
C 2.05364 2.36029 -0.29731
C 2.06706 1.12920 -0.95873
C 1.89984 -1.54765 -2.41567
C 0.37212 -1.37369 -2.56495
C -0.05955 -1.49711 -4.02672
N 0.41519 -2.77628 -4.57229
C 1.86158 -3.02551 -4.47312
C 2.30272 -2.91470 -3.01272
H 2.69126 -0.89281 1.71339
H 2.66125 1.28579 2.87048
H 2.25464 3.37792 1.59159
H 1.88352 3.27615 -0.85701
H 1.90485 1.13778 -2.03135
H 2.41273 -0.77726 -2.99660
H -0.14146 -2.14122 -1.97606
H 0.05572 -0.39885 -2.18562
H -1.15136 -1.44712 -4.09317
H 0.35133 -0.66544 -4.60892
H 0.08488 -2.91271 -5.52814
H 2.40983 -2.30028 -5.08374
H 2.09228 -4.02678 -4.85095
H 3.38776 -3.04402 -2.95009
H 1.83633 -3.72401 -2.44038
```

Löwdin atomic charge list, values in e, 4 entries: -0.054 0.031 -0.462 0.038

=====

The following is a quantum chemistry calculation of 2 unconnected molecules or ions with the total composition C3H10N2 at a distorted geometry, from the OMol25 dataset.

ΔE to the lowest compared entry with this formula, charge and spin in eV: 1.5179
2S+1: 1
HOMO level in eV: -8.777
Total charge: 0
Structure (SMILES): C=N.CNC

The geometry in XYZ format:
```
15
C3H10N2 | the OMol25 dataset | ωB97M-V with the def2-TZVPD basis set
C 0.08083 1.59089 2.13860
N 0.39463 2.62736 1.46492
H 0.80234 0.78189 2.07977
H -0.82824 1.43286 2.70385
H -0.36210 3.29814 1.63355
C 0.53112 0.07163 -1.29539
N 0.29793 -1.34006 -1.54883
C -0.47811 -1.96368 -0.47489
H 1.11772 0.50825 -2.10769
H 1.11753 0.24171 -0.41310
H -0.43038 0.60618 -1.26204
H -0.23415 -1.47068 -2.39594
H 0.12379 -1.92181 0.43238
H -1.42535 -1.46638 -0.22078
H -0.70755 -2.99631 -0.73440
```

Löwdin atomic charge list, values in e, 4 entries: -0.147 0.020 0.047 0.060

=====

The following is a quantum chemistry calculation of a molecular structure, C5H8N2O at a distorted geometry, from the OMol25 dataset.

ΔE to the lowest compared entry with this formula, charge and spin in eV: 6.7864
2S+1: 1
HOMO level in eV: -8.720
Total charge: 0

The geometry in XYZ format:
```
16
C5H8N2O | the OMol25 dataset | ωB97M-V with the def2-TZVPD basis set
C -0.63051 -1.26190 0.18987
C 0.26665 -0.12773 -0.09252
C -0.47271 0.67540 -1.05160
C 0.16087 1.06804 0.97212
C 1.64258 -0.46042 -0.09660
H -2.30441 -1.84547 -0.31004
H -0.44687 -2.17201 -0.48220
H -0.39672 -1.81589 1.02912
H -1.44397 0.05122 -1.50430
H 0.20979 1.01584 -1.70656
H -1.17491 2.61356 -0.29350
H -0.20838 1.10740 2.17518
H 1.31582 1.65673 0.97068
N -0.80857 1.49459 -0.07165
N 2.83318 -0.47571 -0.11632
O -1.94049 -0.88800 0.23873
```

Löwdin atomic charge list, values in e, 4 entries: -0.336 -0.445 -0.272 -0.079

=====

Calculated total energy (eV)
-50794.0103, -78204.6531, -97254.4867, -7758.6296, -37891.2031, -29718.2084, -6251.9104, -10335.9397